Molecular formula: C5H34NO13
Method: DFT, the ωB97M-V functional and the def2-TZVPD basis

Geometry as ORCA input:
```
! wB97M-V def2-TZVPD RIJCOSX def2/J DEFGRID3
* xyz 0 2
C 1.60181 0.07355 0.54213
N 2.03207 -0.55764 1.81401
C 0.86859 -0.81901 2.72186
O -0.23936 -0.23642 2.25898
C 0.46777 -0.66593 -0.17971
C 0.76086 -1.20613 -1.58969
C 0.93025 -0.16217 -2.70058
O -0.26739 0.31502 -3.30174
H 2.47782 0.28682 -0.05720
H 1.17937 1.02428 0.85930
H 2.66437 0.10726 2.25900
H 0.98682 -0.29629 3.68941
H 0.84781 -1.90676 2.82173
H 0.10981 -1.46779 0.44980
H -0.43842 -0.05827 -0.28925
H 1.58941 -1.92041 -1.67951
H -0.12251 -1.80861 -1.83186
H 1.54886 -0.61071 -3.48667
H 1.43536 0.68466 -2.25306
H -0.79865 -0.45745 -3.48765
H 1.66347 -3.97902 0.89297
H 0.60466 -2.90743 0.96571
O 0.73944 -3.80185 0.66269
H -1.74421 1.81515 3.34528
H -0.72486 1.18790 2.38135
O -1.13410 2.04353 2.64666
H 3.12928 -2.24307 1.36449
H 3.72804 -2.49540 -0.04802
O 3.58810 -2.89740 0.81675
H -3.28819 1.65849 0.70559
H -3.99201 1.09159 1.97436
O -3.95834 1.82473 1.36823
H -2.75778 -1.65873 2.27696
H -1.55041 -0.76912 1.90034
O -2.22573 -1.41597 1.53006
H -0.60072 3.17733 -1.92343
H -1.47608 2.00935 -1.91117
O -1.41264 2.87781 -1.53036
H 3.45195 1.27530 -2.04032
H 4.11752 0.01996 -1.65328
O 3.97848 0.61052 -2.40856
H -2.56129 -1.12717 -1.75748
H -3.89899 -0.60168 -2.33601
O -3.01620 -0.95493 -2.58022
H 1.83870 3.63190 -0.31194
H 0.35150 3.40145 -0.17273
O 1.08708 3.46400 -0.83271
H -0.99839 -3.13819 -0.42718
H -2.24732 -2.46743 0.10726
O -1.93340 -3.20400 -0.46815
H -0.82468 3.25591 1.60817
H -1.41531 3.87614 0.38593
O -0.73708 4.05652 1.03366
*
```

⟨S²⟩: 0.755
LUMO energy (spin up / spin down) (eV): -0.45 / -4.63
HOMO-LUMO gap (spin up / spin down) (hartree): 0.370 / 0.216
Energy relative to the best compared isomer or geometry (same formula, charge and spin) (kcal per mole): 0.0

Atom charges from the Mulliken analysis, given in e for atoms 1 to 6: -0.386 -0.327 -0.507 -0.607 2.195 -0.801